Record 1
Formula: C4H5NO
Source: the Open Molecules 2025 dataset
Level of theory: wB97M-V/def2-TZVPD

Output
Energy above the lowest of the compared OMol25 structures with the same formula, charge and spin = 299.5 kJ/mol
HOMO energy = -8.5 eV
Kohn-Sham gap = 0.344 Ha
LUMO = 0.8 eV

Last column: Löwdin charge in e.
Element x y z (Å)
N1 1.9925 -0.1151 0.2587  0.14
C1 0.6381 -0.0771 0.0284  -0.40
C2 -0.3160 0.8592 0.0996  -0.04
C3 -1.5797 0.1081 -0.1247  -0.22
C4 -1.2283 -1.2703 -0.5369  -0.01
O1 0.0937 -1.3223 -0.2894  -0.03
H1 2.4518 -0.9182 -0.1485  0.10
H2 2.4782 0.7523 0.0833  0.10
H3 -0.1870 1.9095 0.3188  0.10
H4 -2.4801 0.5894 -0.5037  0.11
H5 -1.9113 -0.4427 0.8082  0.14

Record 2
Formula: C22H16F3N7O
Source: the Open Molecules 2025 dataset
Level of theory: wB97M-V/def2-TZVPD

Output
HOMO energy = -8.6 eV
Kohn-Sham gap = 0.294 Ha
LUMO = -0.6 eV
SMILES string = CN1Cc2cnc3ccc(-c4cnc(N)nc4)nc3c2N(c2cccc(C(F)(F)F)c2)C1=O

Last column: Löwdin charge in e.
Element x y z (Å)
C1 1.2203 -5.0446 -1.9738  -0.04
N1 1.6160 -3.6954 -1.5939  -0.09
C2 2.6604 -3.4890 -0.6205  -0.12
C3 2.1840 -2.5457 0.4511  -0.11
C4 2.7642 -2.5963 1.7125  -0.09
N2 2.3765 -1.8620 2.7366  0.12
C5 1.3519 -1.0223 2.5016  -0.24
C6 0.9335 -0.2717 3.5971  0.02
C7 -0.1524 0.5821 3.4532  0.01
C8 -0.8474 0.6760 2.2286  -0.20
C9 -2.0307 1.4991 1.9322  -0.17
C10 -2.2308 2.6998 2.5689  -0.05
N3 -3.2944 3.4404 2.2583  0.13
C11 -4.1309 2.9582 1.3823  -0.54
N4 -5.1222 3.7943 1.0495  0.14
N5 -4.0256 1.8329 0.7458  0.15
C12 -2.9590 1.0820 1.0229  -0.05
N6 -0.4216 -0.0470 1.1714  0.18
C13 0.6567 -0.8846 1.2793  -0.13
C14 1.1411 -1.6390 0.1878  -0.05
N7 0.7156 -1.4913 -1.1596  0.09
C15 0.3494 -0.2052 -1.6780  -0.17
C16 -0.8760 0.1061 -2.3673  0.02
C17 -1.1115 1.3925 -2.8787  -0.06
C18 -0.2022 2.3918 -2.6129  -0.03
C19 0.9746 2.1519 -1.8802  -0.10
C20 1.8751 3.3159 -1.5143  -0.56
F1 1.2678 4.5228 -1.6977  0.12
F2 2.2021 3.1937 -0.2066  0.13
F3 3.0281 3.3147 -2.2043  0.14
C21 1.2456 0.8437 -1.4481  0.05
C22 0.8310 -2.5739 -2.0295  -0.39
O1 0.2391 -2.5732 -3.1068  0.08
H1 1.4047 -5.8277 -1.2092  0.10
H2 0.1789 -5.0512 -2.2151  0.08
H3 1.7720 -5.3330 -2.8928  0.10
H4 3.5911 -3.1513 -1.0876  0.13
H5 2.9559 -4.4469 -0.1998  0.12
H6 3.5606 -3.3482 1.8461  0.13
H7 1.4409 -0.3848 4.5495  0.12
H8 -0.4699 1.1945 4.3148  0.12
H9 -1.5462 3.1559 3.2983  0.13
H10 -5.3710 3.6755 0.0896  0.10
H11 -4.9659 4.6935 1.4776  0.10
H12 -2.8551 0.1066 0.5780  0.12
H13 -1.5740 -0.7153 -2.5221  0.12
H14 -2.0209 1.4987 -3.4945  0.12
H15 -0.4630 3.3953 -2.9990  0.13
H16 2.1336 0.6817 -0.8407  0.14

Record 3
Formula: H3N2OS
Source: the Open Molecules 2025 dataset
Level of theory: wB97M-V/def2-TZVPD

Output
⟨S²⟩ = 2.010
Energy above the lowest of the compared OMol25 structures with the same formula, charge and spin = 55.6 kJ/mol
HOMO energy (alpha / beta) = -1.0 / -3.3 eV
Net charge = -1
2S+1 = 3
Kohn-Sham gap (alpha / beta) = 0.199 / 0.208 Ha
LUMO (alpha / beta) = 4.4 / 2.4 eV

Last column: Löwdin charge in e.
Element x y z (Å)
N1 1.3092 -0.2162 -0.3365  -0.47
N2 0.3195 -0.6366 0.2800  -0.16
O1 2.0002 0.8435 -0.1350  -0.19
S1 -2.1673 0.3121 -0.3465  0.05
H1 1.5089 -0.7360 -1.2252  0.12
H2 -0.1008 0.1723 0.9120  -0.01
H3 -2.8696 0.2609 0.8512  -0.35

Record 4
Formula: CH3IOP2
Source: the Open Molecules 2025 dataset
Level of theory: wB97M-V/def2-TZVPD

Output
Energy above the lowest of the compared OMol25 structures with the same formula, charge and spin = 208.6 kJ/mol
HOMO energy (alpha / beta) = -7.7 / -7.7 eV
Kohn-Sham gap (alpha / beta) = 0.220 / 0.220 Ha
LUMO (alpha / beta) = -1.7 / -1.7 eV
SMILES string = O[P@]1(I)=PC1

Last column: Löwdin charge in e.
Element x y z (Å)
O1 -0.1505 -0.3084 1.6596  -0.40
P1 -0.6577 0.9438 0.7748  0.11
I1 -2.9048 0.1720 0.0063  0.40
P2 0.9501 2.1145 -0.0017  0.61
C1 0.1785 0.6443 -0.7546  -0.86
H1 -0.3786 -0.4160 2.6433  0.11
H2 -0.6109 0.7406 -1.7418  0.07
H3 0.6420 -0.2006 -1.0056  -0.03

Record 5
Formula: C19H26N2O3
Source: the Open Molecules 2025 dataset
Level of theory: wB97M-V/def2-TZVPD

Output
Energy above the lowest of the compared OMol25 structures with the same formula, charge and spin = 56.3 kJ/mol
HOMO energy = -8.9 eV
Kohn-Sham gap = 0.353 Ha
LUMO = 0.7 eV
SMILES string = CCCCc1nc2cc(C(=O)N[C@H]3CCOC(C)(C)C3)ccc2o1

Last column: Löwdin charge in e.
Element x y z (Å)
C1 1.3802 -5.4067 0.4196  -0.10
C2 1.2244 -6.4726 -0.6577  -0.26
C3 0.3480 -6.0320 -1.8297  -0.21
C4 -1.1082 -5.7625 -1.4342  -0.10
C5 -1.2835 -4.4336 -0.7994  -0.35
N1 -0.7579 -3.3231 -1.1875  0.20
C6 -1.2196 -2.3738 -0.3043  -0.20
C7 -0.9860 -1.0105 -0.2182  0.05
C8 -1.6146 -0.3215 0.8093  -0.13
C9 -1.4548 1.1543 0.9884  -0.45
O1 -2.3392 1.8548 1.4423  0.07
N2 -0.2491 1.6439 0.6168  0.10
C10 0.0917 3.0463 0.7116  -0.31
C11 1.2135 3.2843 1.7235  -0.10
C12 1.5660 4.7723 1.7260  -0.20
O2 1.9531 5.2259 0.4524  -0.10
C13 0.9819 5.0556 -0.5774  -0.57
C14 1.7120 5.4335 -1.8694  -0.02
C15 -0.2187 5.9920 -0.3849  -0.01
C16 0.5298 3.5840 -0.6527  -0.07
C17 -2.4657 -0.9789 1.7077  -0.01
C18 -2.7025 -2.3373 1.6395  0.02
C19 -2.0623 -3.0206 0.6233  -0.19
O3 -2.0924 -4.3362 0.2916  0.13
H1 2.1159 -5.7209 1.1570  0.07
H2 1.7088 -4.4677 -0.0199  0.08
H3 0.4411 -5.2333 0.9387  0.07
H4 2.2123 -6.7254 -1.0497  0.10
H5 0.8059 -7.3791 -0.2131  0.11
H6 0.3607 -6.8187 -2.5863  0.11
H7 0.7553 -5.1230 -2.2735  0.11
H8 -1.4768 -6.5281 -0.7491  0.13
H9 -1.7297 -5.7843 -2.3341  0.13
H10 -0.3662 -0.5233 -0.9540  0.12
H11 0.4734 1.0112 0.3132  0.14
H12 -0.8237 3.5436 1.0482  0.14
H13 0.9022 2.9736 2.7210  0.12
H14 2.0941 2.7063 1.4326  0.12
H15 2.4294 4.9628 2.3682  0.13
H16 0.7144 5.3519 2.1084  0.12
H17 1.0738 5.2599 -2.7308  0.09
H18 2.6173 4.8406 -1.9675  0.09
H19 1.9939 6.4818 -1.8368  0.09
H20 -0.8402 5.6896 0.4527  0.07
H21 -0.8311 5.9893 -1.2822  0.09
H22 0.1378 7.0037 -0.2061  0.09
H23 -0.2867 3.4916 -1.3696  0.13
H24 1.3712 2.9823 -1.0074  0.13
H25 -2.9447 -0.3816 2.4681  0.12
H26 -3.3544 -2.8402 2.3351  0.12

Record 6
Formula: C37H44F12NO31S2
Source: the Open Molecules 2025 dataset
Level of theory: wB97M-V/def2-TZVPD

Output
HOMO energy = -6.6 eV
Net charge = -1
Kohn-Sham gap = 0.286 Ha
LUMO = 1.2 eV

Last column: Löwdin charge in e.
Element x y z (Å)
O1 2.9732 -3.5045 3.3028  -0.41
S1 1.8899 -2.6744 3.9736  0.64
O2 2.4695 -2.2760 5.3250  -0.39
C1 0.4319 -3.7547 4.3362  -0.21
C2 0.4690 -5.0782 3.4396  -0.14
C3 -0.5559 -6.1965 3.9381  -0.12
F1 -0.4004 -6.7392 5.2341  0.02
C4 -1.5674 -6.5879 3.0516  -0.17
F2 -2.8435 -6.9177 3.5367  0.05
F3 -1.2556 -6.5993 1.6847  0.05
N1 1.5243 -1.2196 3.1726  -0.30
S2 0.5540 -1.4771 1.8015  0.61
O3 0.3457 -0.1025 1.1732  -0.39
O4 -0.8290 -2.0145 2.0932  -0.40
C5 1.3314 -2.5216 0.4954  -0.22
C6 2.8652 -2.1997 0.2277  -0.08
C7 3.4133 -2.6920 -1.1711  -0.31
F4 4.7950 -2.3175 -1.2236  0.04
F5 2.8168 -1.9928 -2.2564  0.07
C8 3.3416 -4.2635 -1.4218  -0.22
F6 4.1890 -4.5195 -2.5439  0.07
F7 2.0389 -4.6029 -1.8322  0.11
C9 3.8916 -5.1676 -0.2382  -0.20
F8 3.0378 -5.1952 0.8863  0.09
F9 5.1554 -4.7361 0.2229  0.10
C10 4.0982 -6.7229 -0.6434  -0.35
F10 3.3744 -7.1065 -1.7602  0.13
F11 3.6358 -7.5399 0.4099  0.10
F12 5.4659 -6.9826 -0.7370  0.11
H1 0.5359 -4.1106 5.4209  0.09
H2 -0.5664 -3.2045 4.3037  0.11
H3 0.2223 -4.7543 2.3726  0.10
H4 1.4896 -5.5752 3.4058  0.12
H5 1.1026 -3.6079 0.7361  0.09
H6 0.7685 -2.2955 -0.4789  0.10
H7 3.5726 -2.6195 1.0230  0.12
H8 2.9925 -1.0656 0.2664  0.15
C11 -1.2181 2.3461 -3.1818  -0.13
C12 -1.0370 2.7782 -1.7569  -0.12
O5 -0.8936 1.5451 -1.0637  0.04
C13 -0.4567 0.6281 -1.9648  -0.54
O6 -0.0805 -0.4638 -1.6725  0.15
O7 -0.5048 1.1166 -3.2344  0.07
H9 -0.8075 3.0647 -3.8920  0.13
H10 -2.2659 2.1582 -3.4326  0.13
H11 -0.1303 3.3726 -1.6114  0.14
H12 -1.8928 3.3392 -1.3790  0.14
C14 1.1243 -4.8804 8.7040  -0.13
C15 0.2622 -4.7717 9.9255  -0.13
O8 -0.5432 -3.6343 9.6461  0.06
C16 -0.5802 -3.4907 8.2937  -0.55
O9 -1.3026 -2.7332 7.7160  0.15
O10 0.3083 -4.3193 7.6850  0.04
H13 1.3862 -5.9129 8.4687  0.13
H14 2.0407 -4.2906 8.7840  0.12
H15 -0.3873 -5.6423 10.0587  0.13
H16 0.8441 -4.6216 10.8356  0.13
C17 -3.1892 0.1761 0.5336  -0.13
C18 -4.0363 0.2500 1.7658  -0.11
O11 -4.8631 1.3846 1.5139  0.06
C19 -4.9195 1.5494 0.1667  -0.55
O12 -5.6609 2.3091 -0.3916  0.13
O13 -4.0303 0.7459 -0.4681  0.06
H17 -2.9161 -0.8473 0.2767  0.14
H18 -2.2803 0.7752 0.6139  0.12
H19 -4.6723 -0.6310 1.8917  0.13
H20 -3.4449 0.3911 2.6704  0.14
C20 6.5913 -1.4584 3.4093  -0.14
C21 5.7353 -1.3505 4.6354  -0.14
O14 4.9343 -0.2095 4.3711  0.06
C22 4.8893 -0.0588 3.0175  -0.56
O15 4.1684 0.7037 2.4468  0.15
O16 5.7731 -0.8899 2.3985  0.05
H21 6.8464 -2.4909 3.1672  0.13
H22 7.5133 -0.8738 3.4887  0.13
H23 5.0817 -2.2177 4.7667  0.12
H24 6.3242 -1.2091 5.5429  0.13
C23 7.2271 -4.0745 -3.7843  -0.13
C24 7.6444 -4.1493 -2.3465  -0.13
O17 9.0660 -4.1346 -2.4275  0.06
C25 9.3958 -3.5441 -3.6076  -0.55
O18 10.5058 -3.2229 -3.9139  0.15
O19 8.3001 -3.3658 -4.3935  0.06
H25 6.2849 -3.5424 -3.9175  0.13
H26 7.1470 -5.0614 -4.2495  0.14
H27 7.3130 -3.2822 -1.7686  0.13
H28 7.2916 -5.0571 -1.8557  0.13
C26 -6.6862 3.2155 -4.3361  -0.12
C27 -7.5349 3.2934 -3.1040  -0.12
O20 -8.3606 4.4263 -3.3560  0.07
C28 -8.4168 4.5893 -4.7037  -0.56
O21 -9.1571 5.3473 -5.2624  0.14
O22 -7.5254 3.7824 -5.3375  0.05
H29 -6.4136 2.1912 -4.5913  0.14
H30 -5.7753 3.8155 -4.2571  0.13
H31 -8.1714 2.4130 -2.9774  0.14
H32 -6.9434 3.4356 -2.1995  0.12
C29 1.3638 0.8841 7.2115  -0.12
C30 1.5401 1.3378 8.6296  -0.14
O23 1.6731 0.1149 9.3403  0.06
C31 2.1113 -0.8187 8.4505  -0.54
O24 2.4866 -1.9140 8.7548  0.15
O25 2.0694 -0.3484 7.1801  0.05
H33 1.7821 1.5890 6.4922  0.14
H34 0.3165 0.6976 6.9579  0.14
H35 2.4497 1.9295 8.7702  0.13
H36 0.6859 1.9093 8.9951  0.13
C32 -5.3670 7.5994 -7.3827  -0.14
C33 -6.2770 6.4275 -7.5922  -0.11
O26 -5.4634 5.3211 -7.2145  0.06
C34 -4.5088 5.7947 -6.3715  -0.56
O27 -3.7645 5.1027 -5.7380  0.14
O28 -4.5076 7.1534 -6.3384  0.07
H37 -5.9063 8.4976 -7.0847  0.13
H38 -4.7637 7.8242 -8.2648  0.12
H39 -7.1569 6.4575 -6.9430  0.13
H40 -6.6049 6.3341 -8.6276  0.14
C35 -3.6255 10.9114 -9.9585  -0.12
C36 -4.5759 11.8818 -10.5944  -0.13
O29 -5.7861 11.1388 -10.6719  0.07
C37 -5.7263 10.1717 -9.7182  -0.54
O30 -6.6478 9.4785 -9.4025  0.16
O31 -4.4836 10.0962 -9.1698  0.05
H41 -2.8783 11.4049 -9.3363  0.14
H42 -3.1160 10.2814 -10.6929  0.14
H43 -4.7444 12.7688 -9.9770  0.14
H44 -4.2491 12.1974 -11.5857  0.14

Record 7
Formula: C2H5O2
Source: the Open Molecules 2025 dataset
Level of theory: wB97M-V/def2-TZVPD

Output
Energy above the lowest of the compared OMol25 structures with the same formula, charge and spin = 284.4 kJ/mol
HOMO energy = -2.0 eV
Net charge = -1
Kohn-Sham gap = 0.197 Ha
LUMO = 3.4 eV

Last column: Löwdin charge in e.
Element x y z (Å)
O1 -3.6214 -1.0944 1.3671  -0.73
H1 -2.7673 -0.6986 1.5942  -0.27
C1 0.1709 0.5854 -0.8303  0.00
C2 1.4272 0.2837 -0.5957  -0.30
O2 1.9366 -0.3446 0.5232  -0.04
H2 -0.0979 1.1510 -1.7043  0.04
H3 -0.5398 0.6134 0.0340  0.09
H4 2.2541 0.3969 -1.2922  0.10
H5 1.2377 -0.8928 0.9042  0.10

Record 8
Formula: C22H44Cl8O18
Source: the Open Molecules 2025 dataset
Level of theory: wB97M-V/def2-TZVPD

Output
Energy above the lowest of the compared OMol25 structures with the same formula, charge and spin = 0.0 kJ/mol
HOMO energy = -10.6 eV
Kohn-Sham gap = 0.402 Ha
LUMO = 0.4 eV
SMILES string = COC(=O)OC.COC(=O)OC.COC(=O)OC.COC(=O)OC.COC(=O)OC.COC(=O)OC.ClCCl.ClCCl.ClCCl.ClCCl

Last column: Löwdin charge in e.
Element x y z (Å)
C1 38.8379 0.8650 11.7197  -0.10
O1 40.1413 1.3527 11.4529  0.01
C2 40.9316 1.8237 12.4069  -0.62
O2 42.0547 2.1506 12.2019  0.16
O3 40.2943 1.8830 13.5845  -0.05
C3 40.9244 2.6428 14.6017  -0.04
H1 38.3544 0.5892 10.7906  0.04
H2 38.2431 1.6580 12.1793  0.04
H3 38.8421 0.0214 12.4127  0.09
H4 41.1487 3.6736 14.3257  0.10
H5 41.8212 2.1514 14.9794  0.10
H6 40.2173 2.7210 15.4301  0.07
C4 35.2353 9.2126 12.6158  -0.02
O4 34.2797 8.1938 12.9335  0.02
C5 34.5483 7.4379 13.9786  -0.63
O5 35.6104 7.3162 14.5051  0.12
O6 33.4306 6.8043 14.3312  0.02
C6 33.5708 5.8774 15.3725  -0.07
H7 35.7233 8.9474 11.6752  0.10
H8 35.9997 9.2551 13.3876  0.09
H9 34.7022 10.1447 12.4614  0.09
H10 34.3350 5.1193 15.2012  0.06
H11 32.6639 5.2857 15.5175  0.10
H12 33.7150 6.3240 16.3595  0.10
C7 36.7446 1.1221 7.3930  -0.07
O7 38.0958 1.4970 7.3307  0.02
C8 38.9115 0.5696 7.8330  -0.61
O8 38.5719 -0.4347 8.4030  0.10
O9 40.1684 0.9068 7.5674  0.02
C9 41.1645 -0.0309 7.9292  -0.03
H13 36.1905 1.5682 6.5697  0.10
H14 36.2511 1.3745 8.3351  0.03
H15 36.6518 0.0394 7.2946  0.10
H16 41.5961 0.1870 8.9035  0.10
H17 41.9471 0.0531 7.1774  0.10
H18 40.7809 -1.0495 7.9093  0.09
C10 30.2033 1.4130 12.1428  -0.08
O10 31.2068 0.5489 12.6618  -0.02
C11 32.0860 1.0854 13.5177  -0.65
O11 32.2541 2.2595 13.7027  0.12
O12 32.7301 0.0918 14.0839  0.00
C12 33.7893 0.4580 14.9573  -0.05
H19 29.3017 1.3746 12.7590  0.10
H20 29.9198 1.0127 11.1694  0.09
H21 30.5053 2.4468 12.0044  0.07
H22 34.3886 1.2470 14.5160  0.05
H23 34.3352 -0.4422 15.2083  0.10
H24 33.3539 0.8430 15.8835  0.10
C13 39.6183 4.3393 9.6151  -0.04
O13 40.9627 3.9542 9.3926  0.02
C14 41.5401 4.5443 8.3617  -0.63
O14 41.0843 5.3910 7.6538  0.13
O15 42.7731 4.0323 8.2393  0.00
C15 43.5764 4.6536 7.2328  -0.04
H25 39.1748 4.5490 8.6367  0.10
H26 39.5591 5.2424 10.2165  0.10
H27 39.0182 3.5128 9.9902  0.06
H28 44.5207 4.1118 7.2216  0.09
H29 43.7598 5.7010 7.4565  0.10
H30 43.1198 4.5141 6.2525  0.10
C16 41.6686 6.3709 18.5648  -0.03
O16 41.1812 5.9345 17.2916  0.00
C17 39.8790 6.1036 17.0815  -0.64
O17 39.1095 6.5749 17.8663  0.13
O18 39.5953 5.6575 15.8687  -0.01
C18 38.2171 5.5996 15.4804  -0.03
H31 41.1719 5.7916 19.3403  0.10
H32 41.5198 7.4420 18.6687  0.10
H33 42.7294 6.1425 18.5724  0.09
H34 37.9139 6.4835 14.9298  0.09
H35 37.5941 5.5338 16.3750  0.09
H36 38.1093 4.6693 14.9318  0.04
Cl1 36.2354 2.7289 10.6378  0.58
C19 35.5533 2.4326 12.2635  -1.01
Cl2 36.1158 3.6217 13.4243  0.60
H37 34.4759 2.4430 12.1723  -0.02
H38 35.9341 1.4613 12.5611  -0.03
Cl3 36.0880 2.2805 17.0892  0.53
C20 37.5699 1.4176 16.6454  -0.99
Cl4 37.5155 0.7857 15.0100  0.59
H39 38.3851 2.1279 16.7450  0.01
H40 37.7493 0.6249 17.3634  0.03
Cl5 34.0052 -2.7593 12.0116  0.53
C21 34.2699 -1.3813 10.9364  -1.00
Cl6 35.9779 -0.9100 10.9017  0.57
H41 33.9793 -1.6408 9.9265  0.03
H42 33.6575 -0.5668 11.3056  -0.01
Cl7 31.8737 2.7084 7.3635  0.53
C22 33.1518 2.8712 8.5725  -0.99
Cl8 32.6597 2.1370 10.1123  0.60
H43 34.0447 2.3847 8.2064  0.00
H44 33.3134 3.9224 8.7676  0.03

Question: Number 7 is which compound?
Answer: C2H5O2

Repeat the third record exactly.
Formula: H3N2OS
Source: the Open Molecules 2025 dataset
Level of theory: wB97M-V/def2-TZVPD

Output
⟨S²⟩ = 2.010
Energy above the lowest of the compared OMol25 structures with the same formula, charge and spin = 55.6 kJ/mol
HOMO energy (alpha / beta) = -1.0 / -3.3 eV
Net charge = -1
2S+1 = 3
Kohn-Sham gap (alpha / beta) = 0.199 / 0.208 Ha
LUMO (alpha / beta) = 4.4 / 2.4 eV

Last column: Löwdin charge in e.
Element x y z (Å)
N1 1.3092 -0.2162 -0.3365  -0.47
N2 0.3195 -0.6366 0.2800  -0.16
O1 2.0002 0.8435 -0.1350  -0.19
S1 -2.1673 0.3121 -0.3465  0.05
H1 1.5089 -0.7360 -1.2252  0.12
H2 -0.1008 0.1723 0.9120  -0.01
H3 -2.8696 0.2609 0.8512  -0.35